DFT (wB97M-V/def2-TZVPD) results for a molecular structure, C11H10BrNSZn at a distorted geometry.

Each line ends with the Löwdin charge.
Positions of all 25 atoms, in Å:
C: 0.6361 -0.5670 1.6667  -0.2512
C: 0.3690 -0.8913 3.0288  -0.1766
C: -0.5874 -1.9575 3.0670  -0.2049
H: 0.8808 -0.4587 3.8873  0.0613
C: -0.8554 -2.3597 1.7307  -0.2056
C: -0.1577 -1.4654 0.8440  -0.3076
H: -0.0441 -1.5898 -0.2418  0.0760
H: 1.3288 0.1873 1.2699  0.0576
H: -1.0202 -2.3775 3.9711  0.0632
H: -1.4858 -3.2020 1.4331  0.0693
Zn: -1.0260 0.5960 0.2204  0.2326
Br: -0.1398 2.7322 0.2779  0.0789
C: 0.0468 1.6187 -2.9713  -0.2681
C: 0.5314 0.3368 -3.3311  -0.2351
C: 1.8715 0.2202 -2.8464  -0.2292
H: -0.0065 -0.4194 -3.8908  0.0400
C: 2.2050 1.4270 -2.1811  -0.2296
C: 1.1031 2.3198 -2.3141  -0.3696
H: 1.1093 3.3629 -2.0290  0.0134
H: -0.9389 2.0211 -3.1711  0.0485
H: 2.5171 -0.6408 -2.9720  0.0400
H: 3.1339 1.6490 -1.6687  0.0502
S: -3.1811 0.0467 0.5838  0.4848
C: -3.1493 -0.1884 2.2361  -0.8734
N: -3.1405 -0.4002 3.4006  0.0351

* net charge: -2
* LUMO energy: 0.189 Eh
* HOMO energy: -0.114 eV
* F_max: 0.0637 Eh/bohr
* 2S+1: 1
* energy: -142354.79586 eV
* gap between HOMO and LUMO: 5.247 eV

DFT (wB97M-V/def2-TZVPD) results for a molecular structure, C11H10CdClF3O3S at a distorted geometry.

Each line ends with the Löwdin charge.
Positions of all 30 atoms, in Å:
C: 2.5458 0.6576 0.4041  -0.2864
C: 2.6968 0.2152 -0.9488  -0.2583
C: 2.2478 -1.1472 -1.0152  -0.2653
H: 3.0485 0.8073 -1.7639  0.0617
C: 1.7807 -1.5261 0.2873  -0.2439
C: 1.9784 -0.4082 1.1619  -0.2491
H: 1.6652 -0.3471 2.1733  0.0567
H: 2.7153 1.6428 0.7586  0.0396
H: 2.2370 -1.7596 -1.8830  0.0563
H: 1.3298 -2.4550 0.5539  0.0634
Cd: 0.3344 0.2028 -0.5465  1.2755
Cl: 0.2937 2.6602 -0.2730  -0.1891
C: -1.7145 0.5110 -1.7109  -0.2713
C: -1.6384 -0.8955 -1.4556  -0.2381
C: -0.5343 -1.4191 -2.2000  -0.2521
H: -2.2356 -1.4343 -0.7618  0.0604
C: 0.0623 -0.3340 -2.9301  -0.2587
C: -0.6720 0.8557 -2.6369  -0.2854
H: -0.4309 1.8377 -2.9619  0.0390
H: -2.3651 1.1959 -1.2258  0.0523
H: -0.1876 -2.4236 -2.1692  0.0571
H: 0.9314 -0.3902 -3.5400  0.0581
F: -2.5014 1.3417 4.3824  0.0990
C: -2.2904 0.2281 3.6440  -0.6109
F: -1.5807 -0.6772 4.3489  0.0984
F: -3.4643 -0.2958 3.2354  0.0993
S: -1.2614 0.7549 2.0763  0.5578
O: -2.1165 1.5996 1.2714  -0.3866
O: -0.1331 1.5343 2.5353  -0.3799
O: -0.7408 -0.5319 1.1900  -0.4994

* net charge: -2
* LUMO energy: 0.191 Eh
* HOMO energy: -0.328 eV
* F_max: 0.1350 Eh/bohr
* 2S+1: 1
* energy: -53783.91361 eV
* gap between HOMO and LUMO: 5.520 eV

DFT (wB97M-V/def2-TZVPD) results for a single C11H10ClF9IN2O2P molecule at a distorted geometry.

Each line ends with the Löwdin charge.
Positions of all 37 atoms, in Å:
H: 4.1394 -1.0183 0.7540  0.0523
N: 4.5012 -0.1061 0.4558  0.1478
C: 3.6322 0.4778 -0.2410  -0.4708
C: 4.0553 1.8402 -0.8179  -0.0783
C: 2.2491 -0.1187 -0.5709  -0.2067
C: 1.1713 -0.0169 0.5526  -0.6689
I: 1.2583 2.0392 1.2654  1.1039
C: 1.5942 -0.8329 1.8107  -0.5608
Cl: 0.6974 -0.4182 3.3402  0.6525
C: 0.9944 -2.2040 1.4489  -0.5356
O: 1.3955 -3.2667 1.6111  0.2244
O: -0.2308 -1.8520 0.8969  -0.0382
C: -0.2243 -0.6367 0.1140  -0.3614
P: -0.1857 -1.4033 -1.6360  0.8472
N: -0.2495 -0.2561 -2.7250  -0.2806
C: -1.4865 0.2495 0.2698  -0.4801
F: -1.6210 0.4885 1.5888  0.0901
F: -1.3826 1.3743 -0.4067  0.1270
C: -2.8313 -0.3928 -0.1747  -0.3781
F: -3.0512 -0.2538 -1.4820  0.1487
F: -2.8712 -1.7172 0.0491  0.1451
C: -4.1117 0.1898 0.5344  -0.3657
F: -5.1456 -0.3409 -0.1407  0.1611
F: -4.2426 -0.2590 1.7683  0.1925
C: -4.3052 1.7302 0.4450  -0.5777
F: -3.5990 2.4103 1.3256  0.1981
F: -4.0901 2.2191 -0.7541  0.2105
F: -5.5911 1.9615 0.7294  0.1745
H: 3.8480 2.6649 -0.1332  0.0316
H: 5.1077 1.7723 -1.1110  0.0795
H: 3.4676 1.9895 -1.7403  0.0763
H: 1.8968 0.3837 -1.4799  0.0943
H: 2.4278 -1.1956 -0.7472  0.1065
H: 2.6294 -0.7407 2.1313  0.0948
H: -1.3421 -2.2049 -1.8076  0.0377
H: 0.9385 -2.2472 -1.7798  0.0349
H: 0.5574 -0.3087 -3.3433  -0.0282

* SMILES: [H]/N=C(/C)C[C@]1(I)[C@@H](Cl)C(=O)O[C@@]1([PH2]=N)C(F)(F)C(F)(F)C(F)(F)C(F)(F)F
* LUMO energy: -0.020 Eh
* HOMO energy: -9.248 eV
* F_max: 0.0931 Eh/bohr
* 2S+1: 1
* energy: -73010.98484 eV
* gap between HOMO and LUMO: 8.694 eV

DFT (wB97M-V/def2-TZVPD) results for 2 unconnected molecules or ions with the total composition C11H10F5N3O6 at a distorted geometry.

Each line ends with the Löwdin charge.
Positions of all 35 atoms, in Å:
C: 1.2014 -1.5121 2.0649  0.0119
C: 0.2242 -2.0482 0.8869  -0.3344
O: 0.1637 -3.2903 0.7564  0.1067
N: -0.4750 -1.0476 0.0289  0.0580
C: -0.0798 -1.4309 -1.3809  -0.3294
C: 1.2918 -0.9530 -2.0598  0.0171
O: -0.8251 -2.1843 -2.0542  0.0884
C: -1.9402 -1.1804 0.0591  0.0024
C: -2.8913 -0.1398 -0.1610  0.1054
C: -2.6877 1.4075 -0.4475  -0.2116
F: -3.7111 2.1329 0.2537  0.0674
F: -2.8920 1.7459 -1.8277  0.0738
C: -1.2941 2.0045 0.1011  -0.3059
F: -0.9204 1.4665 1.3642  0.0930
F: -1.5403 3.3932 0.3540  0.0776
F: -0.2598 1.9616 -0.8514  0.0856
C: -4.3783 -0.7092 -0.0935  -0.2782
O: -5.4772 -0.1536 0.0038  0.1511
O: -4.2080 -2.1212 -0.2308  0.0990
C: -2.9145 -2.4154 0.3123  -0.2664
O: -2.7754 -3.4960 0.8970  0.1507
H: 0.7278 -1.5943 3.0985  0.0964
H: 2.1522 -2.1665 2.0412  0.1062
H: 1.5619 -0.4450 1.8434  0.0627
H: 2.0995 -0.9518 -1.2364  0.0863
H: 1.1503 0.0629 -2.5557  0.0972
H: 1.5627 -1.7656 -2.8315  0.1097
N: 2.2683 1.6758 0.0601  0.1532
C: 3.5864 1.4549 0.2871  -0.6918
N: 4.3573 2.5697 0.2916  0.1541
O: 4.0426 0.3357 0.4731  0.0165
H: 1.8694 2.5833 -0.0953  0.0931
H: 1.6658 0.8697 0.0498  0.0472
H: 5.3428 2.4453 0.4571  0.1099
H: 4.0019 3.4962 0.1411  0.0971

* SMILES: CC(=O)N(C(C)=O)C1=C(C(F)(F)C(F)(F)F)C(=O)OC1=O.NC(N)=O
* LUMO energy: -0.068 Eh
* HOMO energy: -10.597 eV
* F_max: 0.0996 Eh/bohr
* 2S+1: 1
* energy: -41909.00064 eV
* gap between HOMO and LUMO: 8.734 eV

DFT (wB97M-V/def2-TZVPD) results for a single C11H10FN3OS3 molecule at a distorted geometry.

Each line ends with the Löwdin charge.
Positions of all 29 atoms, in Å:
C: 7.0805 -0.3178 1.0378  -0.3238
S: 5.4931 -1.4101 0.6748  0.8624
C: 4.4232 -0.0827 0.1907  -0.9887
N: 4.8433 1.0768 0.0522  -0.2445
S: 3.7217 2.1455 -0.8873  0.9508
C: 2.5741 0.8001 -0.7504  -0.9076
S: 0.9267 1.0633 -1.1513  0.8957
C: 0.3870 -0.7732 -0.9646  -0.3325
C: -1.0329 -1.0663 -1.0209  -0.6913
O: -1.5959 -2.0082 -1.3568  0.1400
N: -1.6514 -0.2691 -0.1259  0.0782
C: -3.1048 -0.0079 0.0780  -0.2171
C: -3.8914 -0.7506 -0.5777  -0.0047
C: -5.3763 -0.6031 -0.1896  0.0126
C: -5.8069 0.4527 0.3191  -0.4503
F: -6.9953 0.6818 0.6014  0.1403
C: -4.9737 1.4621 1.0831  0.1015
C: -3.5131 1.2697 0.7734  0.0677
N: 3.2250 -0.3229 -0.1566  -0.0212
H: 7.9096 -1.0121 1.3737  0.0395
H: 7.4924 0.0931 -0.0651  0.1002
H: 6.9420 0.5102 1.5715  -0.0499
H: 0.9654 -1.6811 -1.7407  0.1973
H: 0.9155 -1.0609 0.1494  0.1580
H: -1.2086 0.5873 0.3573  0.1331
H: -3.6202 -1.5526 -1.1028  0.0599
H: -6.0672 -1.5247 -0.6993  0.1912
H: -5.2104 2.3921 1.2399  0.0319
H: -2.8515 1.9085 1.2865  0.0713

* SMILES: CSc1nsc(SCC(=O)Nc2ccc(F)cc2)n1
* LUMO energy: -0.012 Eh
* HOMO energy: -8.914 eV
* F_max: 0.2293 Eh/bohr
* 2S+1: 1
* energy: -53302.37235 eV
* gap between HOMO and LUMO: 8.587 eV

DFT (wB97M-V/def2-TZVPD) results for 2 unconnected molecules or ions with the total composition C11H10FNO2 at a distorted geometry.

Each line ends with the Löwdin charge.
Positions of all 25 atoms, in Å:
C: -0.2843 0.0293 -2.8065  0.1916
C: -0.3687 -0.4563 -1.7105  -0.1998
C: 0.8899 3.1533 0.7041  -0.0009
C: 0.3576 1.9297 0.2459  -0.0533
C: 2.4993 1.9386 1.9624  0.0680
C: 1.9576 3.1138 1.5521  -0.0997
C: 0.8887 0.7631 0.6688  0.1514
C: 1.9486 0.7110 1.5063  -0.2469
C: 2.6116 4.5690 2.1059  -0.7201
C: 0.4752 -2.0726 -0.1938  -0.0386
C: -1.6241 -0.9062 0.2546  -0.0354
N: -0.3667 -0.9233 -0.4593  -0.2389
O: 2.1960 4.7769 3.2142  0.0475
O: 3.3228 5.0380 1.2613  0.0475
F: 2.5193 -0.4156 1.9454  0.0809
H: -0.2425 0.4297 -3.7731  0.0338
H: 0.4466 4.0720 0.3583  0.1314
H: -0.4505 1.9682 -0.4630  0.1125
H: 3.3400 1.8591 2.6342  0.1484
H: 0.6581 -2.1400 0.8788  0.0961
H: 0.0091 -3.0064 -0.5288  0.1042
H: 1.4268 -1.9560 -0.7058  0.1085
H: -1.4260 -0.9757 1.3242  0.1035
H: -2.1529 0.0233 0.0525  0.1014
H: -2.2628 -1.7474 -0.0389  0.1068

* LUMO energy (spin up / spin down): -0.118 / -0.118 Eh
* HOMO energy (spin up / spin down): -7.666 / -7.665 eV
* F_max: 0.0526 Eh/bohr
* 2S+1: 1
* energy: -19863.92525 eV
* gap between HOMO and LUMO (spin up / spin down): 4.450 / 4.448 eV